w.
Molecular formula: C5H14
Method: DFT, ωB97M-V with the def2-TZVPD basis set

Calculated values
2S+1: 2
Charge: -1
⟨S²⟩: 0.750

Last columns: bonded neighbours and bond lengths (Å).
Positions of all 19 atoms, in Å:
1 C -0.643 -2.236 1.339  C2 1.534, H3 1.105, H4 1.089, H5 1.096
2 C -0.614 -2.413 -0.184  C1 1.534, H6 1.089, H7 1.091, H8 1.089
3 H 0.387 -2.005 1.667  C1 1.105
4 H -1.298 -1.421 1.643  C1 1.089
5 H -0.872 -3.147 1.905  C1 1.096
6 H -1.585 -2.192 -0.626  C2 1.089
7 H -0.344 -3.461 -0.320  C2 1.091
8 H 0.215 -1.813 -0.555  C2 1.089
9 C -0.091 1.386 -0.550  C10 1.522, C11 1.528, H12 1.086, H13 1.089
10 C 0.667 2.124 -1.645  C9 1.522, H14 1.099, H15 1.085, H18 1.098
11 C 0.542 1.467 0.838  C9 1.528, H16 1.085, H17 1.086, H19 1.095
12 H -1.078 1.838 -0.518  C9 1.086
13 H -0.305 0.363 -0.858  C9 1.089
14 H 0.567 3.209 -1.502  C10 1.099
15 H 0.500 1.807 -2.669  C10 1.085
16 H 0.225 0.604 1.415  C11 1.085
17 H 1.621 1.450 0.718  C11 1.086
18 H 1.746 2.030 -1.463  C10 1.098
19 H 0.360 2.410 1.365  C11 1.095

---

x.
Molecular formula: C5H14
Method: DFT, ωB97M-V with the def2-TZVPD basis set

Calculated values
2S+1: 2
Charge: -1
⟨S²⟩: 0.750

Last columns: bonded neighbours and bond lengths (Å).
Positions of all 19 atoms, in Å:
1 C 2.041 -0.146 0.253  C2 1.537, C3 1.531, H4 1.092, H5 1.099
2 C 0.911 0.889 0.123  C1 1.537, H6 1.095, H9 1.084, H10 1.096
3 C 3.402 0.272 -0.310  C1 1.531, H7 1.091, H8 1.090, H11 1.093
4 H 2.139 -0.461 1.294  C1 1.092
5 H 1.683 -1.075 -0.212  C1 1.099
6 H 0.897 1.245 -0.913  C2 1.095
7 H 3.835 -0.593 -0.814  C3 1.091
8 H 3.297 1.053 -1.063  C3 1.090
9 H 1.077 1.697 0.827  C2 1.084
10 H -0.067 0.409 0.240  C2 1.096
11 H 4.064 0.494 0.531  C3 1.093
12 C -2.929 -1.219 0.300  C13 1.539, H14 1.100, H15 1.094, H16 1.087
13 C -3.195 0.165 -0.316  C12 1.539, H17 1.096, H18 1.098, H19 1.092
14 H -3.849 -1.821 0.282  C12 1.100
15 H -2.251 -1.815 -0.318  C12 1.094
16 H -2.581 -1.146 1.327  C12 1.087
17 H -3.586 0.813 0.477  C13 1.096
18 H -2.222 0.570 -0.625  C13 1.098
19 H -3.860 0.134 -1.181  C13 1.092

---

Most stable: x. Least stable: w.

---

w.
Molecular formula: C2H4F3N
Method: DFT, ωB97M-V with the def2-TZVPD basis set

Calculated values
SMILES: NCC(F)(F)F

Last columns: bonded neighbours and bond lengths (Å).
Positions of all 10 atoms, in Å:
1 N -0.157 -0.883 -1.210  C2 1.390, H7 1.024, H8 0.995
2 C 0.488 -0.576 -0.018  N1 1.390, C3 1.723, H9 1.121, H10 1.058
3 C -0.088 0.861 0.740  C2 1.723, F4 1.305, F5 1.364, F6 1.339
4 F 0.875 1.345 1.475  C3 1.305
5 F -0.278 1.860 -0.169  C3 1.364
6 F -1.231 0.669 1.410  C3 1.339
7 H -1.002 -1.453 -1.110  N1 1.024
8 H -0.469 -0.098 -1.737  N1 0.995
9 H 0.366 -1.470 0.647  C2 1.121
10 H 1.496 -0.255 -0.028  C2 1.058

---

x.
Molecular formula: C2H4F3N
Method: DFT, ωB97M-V with the def2-TZVPD basis set

Last columns: bonded neighbours and bond lengths (Å).
Positions of all 10 atoms, in Å:
1 C -1.515 -0.433 -0.445  C2 1.472, H7 1.117, H8 1.058, H9 1.145
2 C -0.185 -0.793 0.075  C1 1.472, N3 1.165
3 N 0.921 -0.564 -0.207  C2 1.165, F5 1.289
4 F 0.997 1.535 2.104  H10 0.922
5 F 2.134 -0.805 0.156  N3 1.289
6 F 1.463 0.578 -1.625  no bonds
7 H -1.346 0.092 -1.417  C1 1.117
8 H -2.090 -1.316 -0.362  C1 1.058
9 H -1.946 0.290 0.332  C1 1.145
10 H 1.567 1.418 1.390  F4 0.922

---

Most stable: w. Least stable: x.